[1]
The following is a DFT calculation (the ωB97M-V functional and the def2-TZVPD basis) of C25H17Cl2O2Zn as an isolated structure.

## Properties
**2S+1**: 1
**Gap between HOMO and LUMO**: 4.546 eV
**Total charge**: -1
**E_LUMO**: 1.221 eV

Cartesian coordinates (Å):
C 2.582 -1.464 -5.438
C 2.652 -0.443 -4.481
C 2.264 -0.726 -3.173
C 1.812 -1.999 -2.802
C 1.763 -3.027 -3.742
C 2.145 -2.754 -5.065
C 1.415 -2.005 -1.361
O 0.894 -2.918 -0.730
C 1.730 -0.624 -0.867
C 1.575 -0.258 0.433
C 1.773 1.083 0.949
C 1.267 2.229 0.293
C 1.577 3.506 0.751
C 2.411 3.684 1.861
C 2.881 2.557 2.551
C 2.543 1.275 2.120
C 2.276 0.195 -2.001
O 2.670 1.353 -2.024
H 2.874 -1.263 -6.472
H 2.998 0.560 -4.716
H 1.437 -4.014 -3.421
H 2.107 -3.546 -5.814
H 1.378 -1.052 1.155
H 0.630 2.115 -0.583
H 1.172 4.365 0.217
H 2.666 4.690 2.201
H 3.528 2.675 3.421
H 2.909 0.379 2.630
Cl -4.149 -4.201 -0.529
Zn -2.782 -3.371 0.875
Cl -1.382 -3.299 2.459
C -3.779 -1.092 0.763
C -2.821 -0.754 -0.249
C -1.974 0.243 0.270
C -2.421 0.610 1.584
C -3.561 -0.228 1.885
C -4.276 -0.052 3.071
C -3.900 0.965 3.952
C -2.834 1.831 3.633
C -2.088 1.654 2.461
H -4.673 -1.696 0.661
H -2.785 -1.208 -1.236
H -1.127 0.701 -0.230
H -5.117 -0.710 3.303
H -4.421 1.087 4.909
H -2.577 2.634 4.327
H -1.261 2.311 2.199

Force components x, y, z for each atom (eV/Å):
C -0.1334 -0.1268 0.4651
C -0.0561 -0.3014 0.0137
C 0.1155 -0.4711 -0.3988
C 0.1163 0.0162 -0.7338
C 0.0701 0.1921 -0.1472
C 0.0606 0.3228 0.3019
C -0.4585 -0.4997 0.8569
O 0.8782 1.1592 -0.9856
C -0.1878 0.3862 0.8736
C 0.2284 -0.6279 -0.7721
C 0.2485 1.4519 0.4572
C 0.2550 -0.3495 0.2617
C 0.1066 -0.1402 0.1432
C -0.1880 -0.5011 -0.0034
C -0.0568 0.0864 -0.1619
C -0.2495 -0.1481 -0.5875
C -0.2044 0.5794 0.1349
O -0.2658 -1.1356 -0.0012
H -0.1143 -0.1060 0.3507
H -0.0444 -0.1732 -0.0745
H 0.0007 0.1373 -0.1832
H 0.0041 0.2299 0.2247
H -0.2462 0.0786 -0.1649
H 0.1924 -0.0157 0.2549
H 0.1108 -0.1488 0.1666
H -0.0520 -0.3151 -0.0868
H -0.2204 -0.0021 -0.1943
H -0.0629 0.3961 0.0029
Cl -0.1971 -0.6191 -0.4087
Zn -0.2741 1.6047 0.0440
Cl 0.4293 -0.2923 0.3596
C 0.0899 -0.5745 0.2145
C 0.2222 0.2880 1.0272
C -0.0415 -0.1222 -0.1632
C -0.8057 -0.4023 -0.4871
C 0.4762 0.0589 -0.5255
C 0.0980 0.3875 0.6793
C -0.2168 -0.4083 -0.2110
C 0.5566 -0.1155 -0.4371
C -0.2538 -0.0549 0.5283
H -0.0271 0.1872 -0.2840
H 0.0862 0.1386 0.1298
H -0.1470 -0.1096 -0.0738
H 0.1766 0.1835 -0.0076
H 0.1034 0.0020 -0.4064
H -0.0250 -0.1681 -0.1883
H -0.0968 0.0425 0.1973

---

[2]
The following is a DFT calculation (the ωB97M-V functional and the def2-TZVPD basis) of a 3-piece molecular cluster, C10H26NO2PSi overall.

## Properties
**2S+1**: 1
**Gap between HOMO and LUMO**: 8.530 eV
**Total charge**: 0
**E_LUMO**: 0.721 eV
**Relative energy (zero: lowest compared OMol25 entry of this formula, charge and spin)**: 191.1 kJ/mol

Cartesian coordinates (Å):
C 0.918 4.929 0.954
N -0.220 4.004 0.567
C -0.070 3.443 -0.830
Si 1.672 2.736 -1.247
P 1.647 0.664 -2.036
C 0.724 -0.448 -0.763
C 3.488 0.033 -2.122
H 1.781 4.325 1.516
H 0.492 5.673 1.785
H 1.315 5.611 0.090
H -1.066 4.648 0.509
H -0.344 4.257 -1.657
H -0.839 2.539 -0.952
H 2.641 2.834 -0.139
H 2.203 3.575 -2.352
H -0.116 -1.051 -1.357
H 1.523 -1.208 -0.341
H 0.231 0.189 0.086
H 3.950 0.460 -3.132
H 4.111 0.353 -1.166
H 3.413 -1.144 -2.248
C -2.590 1.582 1.870
C -2.874 0.338 1.071
O -2.332 0.140 -0.016
C -3.845 -0.654 1.652
H -1.871 2.205 1.328
H -3.512 2.152 2.010
H -2.159 1.311 2.837
H -4.823 -0.183 1.783
H -3.470 -1.024 2.610
H -3.952 -1.501 0.967
C -0.491 -4.134 -0.078
C 0.615 -5.014 0.441
O 1.052 -4.884 1.583
C 1.166 -6.059 -0.493
H -0.789 -3.428 0.704
H -0.141 -3.569 -0.945
H -1.357 -4.745 -0.346
H 1.590 -5.580 -1.378
H 0.374 -6.755 -0.779
H 1.957 -6.619 0.016

Force components x, y, z for each atom (eV/Å):
C 0.1191 0.7346 1.7157
N -0.1329 1.7935 -1.0180
C -1.5978 -0.3318 -0.7090
Si 0.0763 0.3263 0.1267
P -0.0542 -1.3901 -0.5673
C -0.0174 -0.7692 0.2742
C 0.2637 -0.1203 -0.0883
H -1.8049 1.3681 -1.6192
H 0.9048 -1.5878 -1.7857
H -0.4952 -1.3969 1.4068
H 1.3445 -1.2724 0.2288
H 0.5924 -1.6996 1.5602
H 1.4353 1.9584 0.2251
H -0.0152 0.1490 0.2408
H 0.0913 -0.0955 0.0155
H 1.8442 1.4217 1.4767
H -1.7627 1.4990 -0.5831
H 0.9377 -1.4355 -1.5855
H -0.8925 -0.8405 2.3659
H -1.0948 -0.8650 -2.1324
H 0.2898 2.5013 0.4356
C 0.3193 0.1531 -0.4185
C 0.6429 -0.1859 -1.2896
O -0.7002 0.2465 1.2952
C 0.0374 -0.3649 -0.3950
H -0.0941 -0.1123 0.1715
H 0.0235 -0.1024 0.2151
H -0.2033 0.0777 0.0442
H 0.0919 -0.0228 0.2102
H -0.1742 0.1426 0.0500
H 0.0337 0.1942 0.1362
C -0.0557 0.2467 0.4114
C 0.5692 0.2069 1.5764
O -0.5586 -0.1754 -1.4873
C 0.3494 -0.2016 0.3060
H 0.0949 -0.1449 -0.1794
H -0.1583 -0.1438 -0.0696
H 0.0890 0.0654 -0.2048
H -0.1970 -0.1009 -0.0741
H 0.0434 0.1295 -0.1901
H -0.1850 0.1450 -0.0914

---

[3]
The following is a DFT calculation (the ωB97M-V functional and the def2-TZVPD basis) of one molecule with the formula C5H11O3.

## Properties
**2S+1**: 2
**Gap between HOMO and LUMO (spin up / spin down)**: 11.240 / 9.621 eV
**Total charge**: 0
**E_LUMO (spin up / spin down)**: 0.943 / -1.058 eV
**Relative energy (zero: lowest compared OMol25 entry of this formula, charge and spin)**: 423.0 kJ/mol
**⟨S²⟩**: 0.756

Cartesian coordinates (Å):
C -1.420 0.708 -1.928
C 0.004 0.410 -1.513
C 0.071 0.092 -0.027
C 1.481 -0.147 0.493
C 1.463 -0.378 1.988
O -0.759 -1.011 0.279
O -1.828 -0.561 1.190
O -2.656 -1.544 1.527
H -1.517 0.872 -3.003
H -2.076 -0.119 -1.651
H -1.798 1.596 -1.422
H 0.385 -0.456 -2.065
H 0.671 1.248 -1.751
H -0.376 0.928 0.534
H 1.891 -1.023 -0.020
H 2.129 0.699 0.230
H 2.450 -0.622 2.386
H 1.102 0.504 2.517
H 0.785 -1.197 2.237

Force components x, y, z for each atom (eV/Å):
C -0.3401 0.0308 -0.1954
C -0.0430 -0.3208 -0.1087
C 0.0900 1.4078 0.3240
C 0.0037 -0.3384 -0.0451
C 0.0731 -0.1249 0.3658
O -0.6268 -1.4378 0.0628
O -1.8175 -1.7802 0.8444
O 2.5776 2.3422 -1.2481
H 0.0525 -0.0235 0.0487
H 0.0340 0.0207 -0.0971
H 0.0038 0.1106 0.0270
H 0.0059 0.0313 0.0013
H -0.0830 -0.1134 0.2039
H 0.2261 0.1061 -0.1370
H 0.0086 0.0303 0.0051
H -0.2415 -0.0537 -0.0114
H -0.0329 0.0086 -0.0673
H 0.0046 0.1103 0.0281
H 0.1047 -0.0059 -0.0010